1.
27
Properties=species:S:1:pos:R:3:forces:R:3 method="wB97M-V/def2-TZVPD" s2=2.0130 spin_multiplicity=3 total_charge=0 orbital_gap_ev="5.57 / 6.64" lumo_energy_ev="0.7 / -2.1"
C -1.391001 2.054124 -2.882329 1.258 -0.928 -0.550
C -0.387141 1.082837 -2.635064 -1.575 1.788 -0.259
C -2.310524 2.417593 -1.940995 0.053 0.551 0.474
C -0.204391 0.629719 -1.348829 -0.229 -1.216 -0.422
C -2.128507 1.892545 -0.674413 -0.409 -0.407 1.016
C -1.088994 0.988296 -0.322746 -1.489 1.919 0.259
C 1.823163 0.239947 -0.195380 -0.507 -1.870 3.194
C 1.875987 0.041084 1.145113 -3.316 -1.374 -1.193
C 0.899039 -0.349797 -1.158491 -0.830 -2.336 -0.633
C -0.385382 -0.523444 2.212049 -6.211 2.392 0.298
C 0.927397 -0.789156 1.982617 7.342 -1.029 -1.781
C 1.645776 -1.992119 2.596312 -3.411 -1.759 -4.660
O -2.670717 -0.187510 1.558180 -4.900 1.953 -0.884
P -1.396696 0.812036 1.560423 2.493 -2.090 -0.398
H -1.343025 2.545088 -3.823611 -0.366 0.207 -0.833
H 0.220435 0.765240 -3.479561 0.150 0.039 0.407
H -3.058824 3.199313 -2.121728 0.276 -0.495 -0.005
H 0.451810 -1.373932 -0.918115 0.602 1.286 0.398
H -2.858447 2.211451 0.116856 0.782 -0.213 -0.675
H 2.517157 0.809493 -0.668196 2.235 1.930 -0.915
H 2.594081 0.445930 1.758602 2.218 1.178 0.870
H 1.430666 -0.570436 -2.124064 -0.462 0.564 0.757
H -0.976347 -1.125569 2.897515 0.210 0.068 0.068
H 2.171672 -2.441784 1.645317 -0.247 0.539 2.266
H 0.822231 -2.778363 2.842646 1.702 1.306 0.320
H 2.264785 -1.649638 3.342167 1.683 0.035 1.999
H -3.556271 0.377280 1.336941 2.951 -2.037 0.879

***

2.
56
Properties=species:S:1:pos:R:3:forces:R:3 method="wB97M-V/def2-TZVPD" s2=8.7669 spin_multiplicity=6 total_charge=+3 orbital_gap_ev="9.76 / 6.98" lumo_energy_ev="-8.2 / -10.9"
Fe 0.278591 0.741165 -0.204540 -0.008 -0.345 -0.045
C -0.715519 -4.604176 0.460560 0.001 -0.002 -0.005
C 0.499388 -3.765054 0.551721 -0.024 0.062 0.011
N 1.682466 -4.148506 0.902096 0.025 -0.035 0.015
N 2.468456 -3.036062 0.845475 0.031 0.023 -0.005
C 1.807952 -1.958102 0.467395 -0.076 -0.059 -0.016
S 2.347223 -0.357111 0.207425 -0.006 0.012 0.022
N 0.543707 -2.395778 0.277360 0.039 -0.020 -0.043
N -0.449409 -1.515053 -0.148395 0.005 0.005 0.005
H -0.448002 -5.625732 0.719693 0.006 0.000 0.001
H -1.124701 -4.599498 -0.551065 -0.004 0.001 0.003
H -1.483304 -4.262806 1.157108 -0.001 0.001 -0.003
H 3.449401 -3.106456 1.084817 -0.002 -0.008 0.013
H -1.239173 -1.544904 0.494404 0.005 0.011 0.000
H -0.789143 -1.795979 -1.068099 -0.008 -0.007 0.007
C -3.611305 2.059434 -0.774609 -0.011 -0.011 0.018
C -2.533898 1.716500 0.194510 0.023 -0.016 -0.021
O -1.685138 0.801335 -0.067818 -0.010 0.092 0.022
N -2.453651 2.357249 1.339544 0.021 0.041 0.011
C -1.461764 2.029673 2.361636 0.029 -0.062 -0.020
C -0.135938 2.717931 2.147044 0.001 0.016 0.001
C 0.269945 3.715642 3.010483 -0.002 0.003 -0.002
C 1.490724 4.349281 2.815124 -0.003 -0.004 0.000
C 2.274845 3.966806 1.739983 -0.005 0.013 0.007
C 1.815906 2.961982 0.916152 0.003 0.004 -0.030
N 0.637678 2.334036 1.104493 0.043 0.016 -0.024
H -3.732369 1.252517 -1.490994 -0.009 -0.001 0.002
H -3.326448 2.968263 -1.310568 0.008 -0.012 -0.014
H -4.556946 2.250142 -0.268963 0.003 0.013 0.001
H -3.126042 3.088055 1.531534 -0.032 -0.035 0.023
H -1.333473 0.946645 2.373483 -0.021 -0.004 0.033
H -1.871509 2.315110 3.326739 0.008 0.023 -0.001
H -0.366629 3.993721 3.839564 0.004 0.004 0.001
H 1.818573 5.127340 3.491959 -0.003 0.005 -0.003
H 3.229089 4.432070 1.538312 0.000 -0.002 0.001
H 2.405423 2.644822 0.065204 0.004 -0.012 0.012
C 2.810358 -1.542542 -5.390860 -0.017 0.001 -0.016
C 2.848489 -0.065937 -5.053188 -0.033 -0.007 0.044
N 2.031229 0.255981 -3.853342 -0.018 -0.063 -0.023
C 1.039160 1.114199 -3.734634 0.034 -0.288 0.118
S 0.700231 1.822145 -2.138799 -0.122 0.558 -0.101
N 0.282779 1.560251 -4.711605 0.017 -0.016 0.006
C 0.085015 0.993694 -6.068078 0.046 0.075 -0.004
C -1.383021 1.084062 -6.437835 0.010 0.006 -0.019
H 3.473727 -1.737501 -6.232146 -0.003 -0.003 0.000
H 1.807709 -1.871852 -5.665387 0.001 0.004 -0.004
H 3.157460 -2.148664 -4.552993 0.007 0.002 0.000
H 2.506245 0.554372 -5.874183 0.027 0.010 -0.005
H 3.862029 0.255125 -4.812534 0.008 -0.014 -0.006
H 2.406171 -0.086530 -2.980248 0.070 0.093 0.022
H -0.320130 2.337481 -4.477167 -0.051 -0.037 0.009
H 0.422608 -0.040062 -6.048200 -0.030 -0.012 0.004
H 0.697329 1.551649 -6.776701 0.020 -0.025 -0.006
H -2.004726 0.522464 -5.740603 -0.003 0.004 -0.001
H -1.527934 0.666232 -7.432648 0.001 0.007 -0.002
H -1.720668 2.120992 -6.469408 -0.004 -0.002 0.009

***

3.
9
Properties=species:S:1:pos:R:3:forces:R:3 method="wB97M-V/def2-TZVPD" total_charge=-1 orbital_gap_ev="7.38 / 6.99" lumo_energy_ev="4.1 / 3.9"
C -0.327845 -0.999427 1.333131 -0.581 3.223 1.130
N -0.609991 -0.257363 0.159472 4.915 1.767 -3.974
N 0.663064 0.153638 -0.415315 -5.295 -1.944 1.948
O 1.565632 1.385423 -2.456345 0.787 -0.533 -0.619
O -0.844543 1.514916 -2.106722 -1.701 -0.361 -0.698
S 0.462111 1.439326 -1.506578 0.969 1.117 1.771
H -0.379596 -0.142995 2.084547 0.433 -1.233 0.046
H 0.603730 -1.467306 1.333373 1.599 -0.864 0.196
H -1.132562 -1.626212 1.574437 -1.126 -1.170 0.200

***

4.
59
Properties=species:S:1:pos:R:3:forces:R:3 method="wB97M-V/def2-TZVPD" s2=8.7972 spin_multiplicity=6 total_charge=-2 orbital_gap_ev="2.62 / 6.15" lumo_energy_ev="4.1 / 4.1"
Cr -0.640595 -1.014046 -0.228518 2.388 -0.001 1.404
N -1.040381 -1.888705 -2.136728 -0.948 0.002 -0.244
C 0.222629 -2.285089 -2.785292 0.246 -0.348 1.128
C 1.254395 -2.726581 -1.699315 -0.613 0.001 0.963
O 2.135569 -3.479341 -2.087810 0.949 -0.961 -0.406
N 1.060168 -2.298823 -0.436814 -1.763 1.412 -1.233
C 1.187222 -3.150618 0.722377 -0.331 0.066 -0.845
C -0.211454 -3.212864 1.417138 0.190 -0.512 0.943
O -0.279235 -3.923850 2.427777 -0.383 0.575 -0.964
O -1.208184 -2.529629 0.894791 0.882 -0.965 -0.052
H -1.724212 -2.663980 -2.033199 0.939 0.480 0.027
H -1.529402 -1.185143 -2.687525 0.112 0.075 0.188
H 0.670084 -1.446499 -3.299896 -0.170 0.350 -0.246
H 0.080355 -3.129854 -3.474158 0.212 0.256 0.173
H 1.957420 -2.823088 1.442472 -0.425 -0.091 -0.178
H 1.432313 -4.159975 0.354596 0.052 0.042 0.474
Cl -3.096495 -4.950185 -1.354231 0.330 -0.569 -0.110
C -4.132680 -3.979179 -0.442994 -0.119 0.877 0.607
Cl -2.690587 0.014842 -0.240973 -0.859 0.211 -0.451
H -4.280984 -3.011780 -0.921820 -0.199 -0.175 0.455
H -4.129890 -4.081965 0.656932 0.117 -0.017 -0.904
O 0.153175 -0.289539 1.588315 -0.054 0.180 -1.880
N -0.451984 -0.492974 2.760588 -0.672 -0.359 -0.100
C -1.825797 -0.534286 2.870929 -1.240 0.437 2.411
C -2.413522 -0.588313 4.155270 0.775 0.049 -3.011
C -1.622817 -0.737113 5.286970 0.430 -0.037 0.793
C -0.234087 -0.846407 5.117940 1.065 0.082 -1.903
C 0.340538 -0.738277 3.842317 -0.125 0.004 2.555
H -2.428776 -0.426822 1.979359 0.419 -0.058 0.185
H -3.489089 -0.546933 4.191556 -0.221 -0.050 0.066
H -2.034898 -0.789203 6.266237 -0.385 -0.083 0.620
H 0.421651 -1.053769 5.954325 0.049 0.086 0.003
H 1.419255 -0.727600 3.691883 -0.419 -0.154 -0.224
O 0.211216 0.472280 -1.227014 -0.250 0.659 0.097
C 0.628558 1.808868 -1.197530 -0.373 -1.067 -1.753
C 2.025157 1.726394 -1.858732 0.494 0.266 -0.503
C 2.880939 0.646161 -1.776850 -0.552 0.896 -0.218
C 4.060274 0.827277 -2.545762 0.140 -0.181 -0.195
C 4.092686 2.006921 -3.208906 0.504 0.885 -0.551
S 2.713371 2.977779 -2.932493 -0.740 -1.082 1.100
C -0.338302 2.658773 -2.063732 0.308 0.787 0.368
C -0.544034 4.044292 -2.040297 0.053 -1.745 -0.304
C -1.514947 4.442402 -3.003081 0.144 -0.518 0.011
C -2.007265 3.369095 -3.693853 0.098 -0.253 0.117
S -1.343731 1.833311 -3.203040 0.261 1.636 0.363
C 0.725911 2.457936 0.133187 -0.009 0.639 0.940
C 1.839284 2.562951 0.910152 0.962 -0.627 -0.328
C 1.572321 2.914797 2.254365 -0.267 0.303 0.390
C 0.262882 3.211613 2.438202 -0.951 0.467 -0.662
S -0.680321 3.097951 0.967366 1.304 -1.045 0.735
H 2.667303 -0.263545 -1.232006 -0.256 0.111 0.101
H 4.817723 0.064872 -2.653803 0.101 0.001 0.087
H 4.844312 2.446933 -3.867884 -0.083 -0.522 0.243
H -0.066567 4.693463 -1.316295 0.050 -0.075 -0.209
H -1.830072 5.469501 -3.156421 -0.050 -0.160 -0.023
H -2.780604 3.400278 -4.431179 -0.264 -0.021 -0.320
H 2.866529 2.352895 0.547993 -0.965 -0.159 0.217
H 2.299676 2.908516 3.062984 -0.086 0.093 -0.245
H -0.272006 3.565876 3.302129 0.200 -0.090 0.296

***

Values for energy relative to the best compared isomer or geometry (same formula, charge and spin), kcal per mole, ordered as above
30.4; 1.7; 75.1; 0.0
Values for strongest force on any atom, eV Å⁻¹, ordered as above
7.625; 0.580; 6.562; 3.110